[1]
A molecular structure, C46H112GaN9O5P3 at a distorted geometry. Source: OMol25; level of theory: ωB97M-V/def2-TZVPD.

Element x y z (Å)
1 C -4.352 1.814 -8.329
2 C -4.630 0.652 -7.379
3 C -4.403 -0.727 -8.017
4 C -5.295 -1.850 -7.478
5 C -4.749 -2.585 -6.242
6 C -3.936 -1.724 -5.280
7 C -3.637 -2.482 -3.981
8 C -4.675 -2.191 -2.900
9 C -4.390 -0.932 -2.077
10 C -3.044 -0.950 -1.334
11 C -3.193 -1.018 0.181
12 C -1.789 -1.145 0.824
13 C -1.405 -2.591 1.116
14 C 0.114 -2.761 1.108
15 C 0.559 -4.068 1.747
16 C 2.059 -4.327 1.507
17 C 2.936 -4.115 2.738
18 C 4.432 -4.039 2.374
19 C 5.212 -2.873 3.020
20 C 5.686 -1.839 1.990
21 Ga 6.639 -0.242 2.859
22 C 8.676 -0.382 2.609
23 C 9.090 -0.857 1.205
24 C 10.296 -1.830 1.177
25 C 9.887 -3.286 0.839
26 C 10.527 -3.837 -0.445
27 C 9.600 -3.929 -1.635
28 O 8.615 -4.956 -1.513
29 C 7.407 -4.604 -0.965
30 C 6.669 -3.415 -1.515
31 O 6.949 -5.267 -0.022
32 H -4.011 2.663 -7.744
33 H -3.580 1.578 -9.055
34 H -5.254 2.133 -8.845
35 H -5.641 0.690 -6.975
36 H -3.963 0.759 -6.527
37 H -4.574 -0.610 -9.087
38 H -3.352 -0.988 -7.905
39 H -5.374 -2.588 -8.273
40 H -6.274 -1.431 -7.261
41 H -5.599 -2.950 -5.665
42 H -4.157 -3.455 -6.524
43 H -4.560 -0.867 -5.025
44 H -3.022 -1.357 -5.734
45 H -2.633 -2.278 -3.624
46 H -3.686 -3.550 -4.194
47 H -4.797 -3.026 -2.211
48 H -5.636 -2.046 -3.397
49 H -4.422 -0.054 -2.721
50 H -5.200 -0.830 -1.357
51 H -2.521 -0.025 -1.568
52 H -2.416 -1.788 -1.625
53 H -3.760 -1.907 0.456
54 H -3.626 -0.102 0.574
55 H -1.788 -0.554 1.735
56 H -1.057 -0.712 0.144
57 H -1.846 -3.236 0.353
58 H -1.798 -2.889 2.088
59 H 0.537 -1.923 1.659
60 H 0.460 -2.760 0.076
61 H -0.027 -4.876 1.306
62 H 0.373 -4.075 2.821
63 H 2.393 -3.651 0.720
64 H 2.210 -5.337 1.129
65 H 2.761 -4.959 3.404
66 H 2.634 -3.200 3.248
67 H 4.493 -3.976 1.291
68 H 4.919 -4.972 2.655
69 H 6.092 -3.263 3.528
70 H 4.591 -2.342 3.740
71 H 6.379 -2.319 1.296
72 H 4.810 -1.490 1.436
73 H 6.100 1.180 2.285
74 H 6.348 -0.201 4.471
75 H 9.103 -1.009 3.391
76 H 9.071 0.620 2.777
77 H 9.368 0.040 0.652
78 H 8.235 -1.290 0.685
79 H 10.658 -1.847 2.200
80 H 11.073 -1.453 0.516
81 H 8.802 -3.340 0.838
82 H 10.211 -3.923 1.657
83 H 11.339 -3.172 -0.740
84 H 11.005 -4.794 -0.248
85 H 9.186 -2.941 -1.833
86 H 10.195 -4.190 -2.507
87 H 6.748 -2.622 -0.774
88 H 7.144 -3.031 -2.413
89 H 5.621 -3.632 -1.662
90 O -2.528 4.959 -7.905
91 P -1.198 5.565 -7.578
92 N -1.152 5.399 -5.869
93 C -0.997 6.376 -4.819
94 C -1.216 4.031 -5.375
95 N -1.476 7.168 -8.171
96 C -1.294 8.359 -7.372
97 C -2.637 7.340 -9.037
98 N 0.464 5.695 -7.816
99 C 1.496 5.475 -6.820
100 C 0.985 6.289 -9.045
101 H -0.087 6.195 -4.227
102 H -1.847 6.339 -4.129
103 H -0.921 7.395 -5.178
104 H -0.316 3.453 -5.631
105 H -2.075 3.502 -5.796
106 H -1.323 4.010 -4.292
107 H -2.076 8.474 -6.611
108 H -1.328 9.245 -8.013
109 H -0.311 8.380 -6.896
110 H -3.572 7.405 -8.468
111 H -2.731 6.518 -9.740
112 H -2.526 8.258 -9.622
113 H 1.696 6.394 -6.261
114 H 2.428 5.166 -7.298
115 H 1.248 4.680 -6.123
116 H 1.191 7.354 -8.908
117 H 0.287 6.179 -9.869
118 H 1.915 5.801 -9.348
119 O 0.137 -0.249 4.049
120 P 1.067 0.517 4.947
121 N 0.554 -0.031 6.499
122 C 0.062 0.685 7.649
123 C 0.700 -1.460 6.732
124 N 0.603 2.128 4.494
125 C 0.169 3.124 5.445
126 C -0.171 2.264 3.269
127 N 2.588 1.029 5.402
128 C 3.223 0.817 6.689
129 C 3.334 1.969 4.563
130 H 0.723 0.557 8.521
131 H -0.931 0.321 7.936
132 H -0.021 1.755 7.493
133 H 1.754 -1.769 6.775
134 H 0.222 -2.038 5.937
135 H 0.231 -1.753 7.671
136 H -0.834 2.917 5.841
137 H 0.135 4.107 4.964
138 H 0.877 3.227 6.271
139 H -1.233 2.023 3.417
140 H 0.214 1.616 2.487
141 H -0.101 3.293 2.902
142 H 2.954 1.617 7.386
143 H 4.309 0.816 6.576
144 H 2.975 -0.144 7.131
145 H 3.173 3.002 4.887
146 H 3.042 1.891 3.521
147 H 4.405 1.761 4.597
148 O -5.585 -2.387 7.050
149 P -5.840 -1.778 5.704
150 N -4.265 -1.315 5.213
151 C -3.723 -0.032 4.830
152 C -3.297 -2.396 5.083
153 N -6.907 -0.501 6.192
154 C -6.684 0.890 5.866
155 C -7.459 -0.601 7.538
156 N -6.519 -1.831 4.162
157 C -5.780 -1.716 2.922
158 C -7.965 -1.760 3.980
159 H -3.359 -0.039 3.792
160 H -2.875 0.231 5.466
161 H -4.440 0.781 4.893
162 H -3.542 -3.078 4.254
163 H -3.253 -2.994 5.997
164 H -2.298 -2.002 4.902
165 H -5.852 1.323 6.437
166 H -7.580 1.474 6.096
167 H -6.507 1.030 4.797
168 H -6.744 -0.275 8.304
169 H -7.754 -1.619 7.769
170 H -8.353 0.025 7.615
171 H -5.659 -0.665 2.641
172 H -6.297 -2.221 2.102
173 H -4.802 -2.185 2.973
174 H -8.286 -0.731 3.794
175 H -8.496 -2.132 4.850
176 H -8.279 -2.371 3.129

The LUMO energy comes out at 1.725 eV. As for the HOMO-LUMO gap: 6.3522 eV. Its net charge is -1. Its HOMO energy is -4.63 eV.

Mulliken population analysis, charges in e, atoms 1 to 8: -1.37 0.09 -0.83 -0.89 -0.84 -0.33 -0.72 -1.01

---

[2]
2 unconnected molecules or ions with the total composition C2H7NO2 at a distorted geometry. Source: OMol25; level of theory: ωB97M-V/def2-TZVPD.

Element x y z (Å)
1 N -1.114 -0.845 0.072
2 C -0.007 -1.071 0.997
3 C 1.230 -0.919 0.147
4 O 1.584 0.115 -0.345
5 H -2.023 -0.969 0.482
6 H -1.048 0.035 -0.435
7 H -0.110 -2.093 1.345
8 H -0.070 -0.438 1.882
9 H 1.748 -1.870 -0.077
10 O -0.130 3.025 -1.272
11 H 0.682 2.570 -1.039
12 H -0.742 2.461 -1.758

The LUMO energy comes out at 0.745 eV. The calculation puts the energy above the lowest of the compared OMol25 structures with the same formula, charge and spin at 1.735 eV. As for the HOMO-LUMO gap: 10.3795 eV. Its HOMO energy is -9.63 eV.

Mulliken population analysis, charges in e, atoms 1 to 8: -0.58 -0.26 0.04 -0.41 0.20 0.19 0.27 0.25

---

[3]
A molecular structure, C33H32HgN4O3S4. Source: OMol25; level of theory: ωB97M-V/def2-TZVPD.

Element x y z (Å)
1 Hg 0.587 -0.495 0.502
2 S 1.636 2.298 -3.395
3 C 1.955 3.058 -1.913
4 C 1.454 4.363 -1.685
5 C 1.683 5.026 -0.507
6 C 2.443 4.399 0.486
7 C 2.951 3.129 0.305
8 C 2.703 2.422 -0.870
9 S 3.201 0.780 -1.134
10 C 3.702 0.191 0.510
11 C 3.556 -1.313 0.552
12 C 4.614 -2.059 0.981
13 C 4.416 -3.473 1.075
14 C 3.241 -4.016 0.711
15 C 2.137 -3.196 0.228
16 C 0.966 -3.752 -0.168
17 S -1.675 -1.291 1.281
18 C -1.952 -0.055 2.511
19 C -3.144 -0.185 3.242
20 C -3.484 0.651 4.287
21 C -2.620 1.685 4.635
22 C -1.451 1.848 3.915
23 C -1.084 1.007 2.853
24 S 0.442 1.436 2.060
25 N 2.357 -1.815 0.172
26 H 0.871 4.812 -2.478
27 H 1.277 6.015 -0.345
28 H 2.624 4.905 1.425
29 H 3.521 2.677 1.105
30 H 3.061 0.617 1.285
31 H 4.739 0.466 0.693
32 H 5.552 -1.591 1.242
33 H 5.216 -4.107 1.442
34 H 3.071 -5.083 0.789
35 H 0.832 -4.824 -0.099
36 H 0.111 -3.150 -0.451
37 H -3.811 -0.996 2.968
38 H -4.414 0.499 4.824
39 H -2.854 2.358 5.451
40 H -0.774 2.655 4.172
41 O -5.721 0.413 -2.608
42 C -5.314 1.226 -1.517
43 C -3.815 1.290 -1.440
44 C -3.214 2.122 -0.504
45 C -1.835 2.141 -0.408
46 N -1.049 1.391 -1.175
47 C -1.624 0.583 -2.055
48 C -3.001 0.508 -2.241
49 C -0.697 -0.300 -2.817
50 C -0.876 -0.559 -4.166
51 C 0.048 -1.363 -4.824
52 C -0.107 -1.664 -6.292
53 O -1.401 -2.161 -6.617
54 C 1.103 -1.880 -4.093
55 C 1.198 -1.586 -2.738
56 N 0.316 -0.817 -2.117
57 H -6.650 0.204 -2.499
58 H -5.694 0.824 -0.572
59 H -5.707 2.243 -1.630
60 H -3.810 2.736 0.162
61 H -1.324 2.749 0.332
62 H -3.434 -0.183 -2.950
63 H -1.706 -0.121 -4.706
64 H 0.674 -2.366 -6.604
65 H 0.013 -0.753 -6.880
66 H -1.607 -2.868 -5.998
67 H 1.844 -2.520 -4.557
68 H 1.988 -1.988 -2.116
69 C 0.916 -0.843 5.317
70 C 0.734 -1.689 4.078
71 N -0.439 -2.400 4.003
72 O 1.553 -1.721 3.183
73 H 0.555 -1.351 6.213
74 H 0.345 0.080 5.184
75 H 1.968 -0.594 5.419
76 H -1.213 -2.035 4.536
77 H -0.670 -2.641 3.044

The LUMO energy (spin up / spin down) comes out at 2.293 / 0.476 eV. As for the HOMO-LUMO gap (spin up / spin down): 5.6494 / 3.8301 eV. As for the multiplicity: 2. Its net charge is -1. Its HOMO energy (spin up / spin down) is -3.36 / -3.35 eV.

Mulliken population analysis, charges in e, atoms 1 to 8: 1.52 -0.15 -0.27 -0.39 -0.73 -0.30 -0.62 0.86